<1>
Molecular formula: C3H6N3P
Method: DFT, the ωB97M-V functional and the def2-TZVPD basis

Geometry as ORCA input:
```
! RIJCOSX wB97M-V def2-TZVPD def2/J DEFGRID3
* xyz 0 1
C 0.7257 -0.2129 -0.1086
C -0.6567 0.5821 -0.0637
C 0.8268 -1.6339 -0.2701
N 1.6342 0.6676 -0.0446
N -0.2610 1.8414 -0.0178
N 1.0291 1.8848 0.0788
P -2.3553 -0.0067 -0.1095
H 0.5294 -1.8093 -1.3499
H 1.7115 -2.0108 0.0309
H 0.0894 -2.1352 0.3233
H 1.7060 2.6094 -0.1970
H -3.0060 1.0018 0.6699
H -1.9732 -0.7783 1.0585
*
```

Results of the natural (NBO) charge analysis, in e, for atoms 1 through 2: atom 1 (C): 0.16, atom 2 (C): -0.21


<2>
Molecular formula: C3H6N3P
Method: DFT, the ωB97M-V functional and the def2-TZVPD basis

Geometry as ORCA input:
```
! RIJCOSX wB97M-V def2-TZVPD def2/J DEFGRID3
* xyz 0 1
C 1.7058 -0.1652 0.2883
C 1.0177 -1.3157 0.4235
C 1.0720 1.0185 0.0094
N -0.2927 1.2413 -0.0473
N -1.0807 0.1363 0.0026
N -2.3767 0.5010 0.3701
P -0.5923 -1.5153 -0.2316
H 2.7360 -0.1363 0.5954
H 1.5431 -2.1962 0.6735
H 1.7135 1.8938 0.0254
H -2.5013 1.5285 0.0819
H -3.0293 -0.0325 -0.1796
H 0.0847 -0.9583 -2.0116
*
```

Results of the natural (NBO) charge analysis, in e, for atoms 1 through 2: atom 1 (C): -0.20, atom 2 (C): -0.59


Most favorable first, least favorable last: <1>, <2>